Record 1
77
Properties=species:S:1:pos:R:3 method="wB97M-V/def2-TZVPD" lumo_ev="0.00 / -0.01" energy_ev=-100206.5555 max_force_ev_per_a=0.62 spin_multiplicity=6 charge=0 gap_ev="8.5 / 8.6" s2=8.757 homo_ev="-8.52 / -8.65"
Mn 1.12 -2.23 -1.83
O 2.35 -5.98 -2.59
C 1.68 -4.97 -2.59
O 2.16 -3.79 -2.29
C 0.21 -5.08 -3.03
C -0.15 -6.32 -3.53
C -1.44 -6.58 -3.98
C -2.42 -5.61 -3.95
C -2.07 -4.38 -3.47
C -0.78 -4.06 -2.97
O -0.61 -2.88 -2.45
N -3.09 -3.33 -3.46
O -2.80 -2.22 -3.86
O -4.20 -3.64 -3.06
N -1.77 -7.91 -4.50
O -0.90 -8.75 -4.51
O -2.91 -8.08 -4.90
H 0.60 -7.10 -3.56
H -3.42 -5.82 -4.30
C -0.95 1.94 1.05
C -1.54 1.74 2.45
C -1.82 3.15 3.00
C -2.88 1.02 2.29
C -0.64 0.97 3.48
O -1.33 0.96 4.74
C 0.76 1.56 3.75
C 1.78 1.75 2.61
C 2.12 3.19 2.31
C 2.20 3.66 1.00
C 2.53 4.97 0.71
C 2.80 5.84 1.75
Cl 3.22 7.49 1.40
C 2.75 5.41 3.07
C 2.41 4.10 3.34
C -0.57 -0.56 3.27
N 0.28 -1.09 2.21
C -0.02 -1.39 0.95
N 1.04 -1.89 0.34
C 1.99 -1.89 1.31
N 1.57 -1.41 2.46
H -1.74 2.32 0.40
H -0.57 1.02 0.59
H -0.15 2.67 1.05
H -2.41 3.71 2.26
H -0.91 3.71 3.17
H -2.41 3.13 3.92
H -3.59 1.67 1.78
H -3.31 0.75 3.26
H -2.80 0.11 1.69
H -1.30 1.85 5.11
H 1.18 0.92 4.53
H 0.59 2.53 4.23
H 1.46 1.27 1.69
H 2.70 1.24 2.90
H 1.98 2.98 0.19
H 2.59 5.32 -0.31
H 2.97 6.10 3.87
H 2.38 3.77 4.37
H -1.57 -0.95 3.12
H -0.18 -0.98 4.19
H -1.00 -1.26 0.52
H 2.99 -2.27 1.16
C -1.92 2.08 -3.02
C -0.60 1.47 -2.68
C 0.62 2.04 -2.36
C 1.50 0.97 -2.14
N 0.85 -0.18 -2.30
N -0.43 0.14 -2.62
C 2.94 0.97 -1.75
H -1.81 3.16 -3.13
H -2.65 1.89 -2.24
H -2.31 1.68 -3.95
H 0.84 3.09 -2.33
H -1.08 -0.61 -2.85
H 3.46 1.82 -2.20
H 3.42 0.05 -2.09
H 3.06 1.04 -0.67

Record 2
78
Properties=species:S:1:pos:R:3 method="wB97M-V/def2-TZVPD" lumo_ev=-3.92 energy_ev=-64014.6811 max_force_ev_per_a=4.33 charge=+1 gap_ev=7.4 relative_energy_kcal_mol=33.4 homo_ev=-11.32
Hf 0.52 -0.16 1.98
O -1.50 -1.10 1.94
C -1.77 -0.64 0.78
N -2.87 -0.69 0.03
C -2.79 0.16 -1.21
C -1.27 0.76 -0.97
O -0.73 1.68 -1.60
N -0.77 0.12 0.15
C -3.85 1.25 -1.20
C -5.20 0.95 -0.93
C -6.15 1.94 -0.94
C -5.81 3.24 -1.24
C -4.52 3.53 -1.61
C -3.54 2.54 -1.60
C -2.69 -0.61 -2.51
C -2.67 -2.01 -2.55
C -2.79 -2.65 -3.78
C -2.78 -1.92 -4.97
C -2.67 -0.54 -4.94
C -2.63 0.12 -3.72
H -3.70 -1.21 0.29
H -5.47 -0.11 -0.78
H -7.16 1.68 -0.72
H -6.59 3.99 -1.23
H -4.30 4.52 -1.95
H -2.53 2.80 -1.86
H -2.66 -2.54 -1.61
H -2.88 -3.73 -3.82
H -2.93 -2.43 -5.91
H -2.59 0.05 -5.84
H -2.53 1.16 -3.63
O 3.72 2.22 3.07
C 2.87 1.34 2.95
O 2.14 1.18 1.79
C 2.47 0.19 3.99
C 1.10 -0.09 4.30
C 0.75 -1.39 4.76
C 1.74 -2.33 5.11
C 3.08 -1.90 5.03
C 3.44 -0.70 4.44
H 0.43 0.72 4.57
H -0.30 -1.61 4.92
H 1.54 -3.34 5.47
H 3.87 -2.59 5.35
H 4.48 -0.42 4.33
F 6.00 -5.98 -3.18
C 4.63 -6.09 -3.37
F 4.37 -5.62 -4.64
F 4.33 -7.44 -3.36
C 3.89 -5.27 -2.33
C 4.36 -5.23 -0.98
C 3.82 -4.36 -0.05
C 2.78 -3.52 -0.38
C 2.21 -3.65 -1.66
C 2.72 -4.50 -2.62
C 2.22 -2.69 0.57
C 1.61 -1.81 1.21
H 5.19 -5.86 -0.69
H 4.21 -4.28 0.95
H 1.39 -3.00 -1.93
H 2.30 -4.54 -3.62
O -0.48 3.36 3.91
C -0.38 2.97 2.75
O -0.43 1.70 2.36
C -0.15 3.94 1.57
N 0.83 3.36 0.51
C 1.77 4.45 0.05
C 1.73 5.49 1.18
C 0.36 5.35 1.89
H -1.10 4.03 1.02
H 0.33 2.90 -0.29
H 1.41 2.60 0.96
H 1.34 4.88 -0.89
H 2.76 4.03 -0.16
H 1.88 6.49 0.76
H 2.57 5.29 1.90
H -0.37 6.06 1.45
H 0.38 5.49 2.97

Record 3
89
Properties=species:S:1:pos:R:3 method="wB97M-V/def2-TZVPD" lumo_ev=-0.47 energy_ev=-73889.2759 max_force_ev_per_a=3.94 charge=0 gap_ev=9.5 homo_ev=-10.01
C -0.94 3.40 -5.31
N -0.89 2.53 -4.10
O -0.43 2.98 -3.04
O -1.23 1.38 -4.26
H -1.34 4.38 -5.07
H -1.59 2.93 -6.05
H 0.08 3.57 -5.67
C 3.01 -2.86 -0.89
N 2.38 -4.20 -0.59
O 1.57 -4.30 0.34
O 2.73 -5.14 -1.27
H 2.36 -2.08 -0.51
H 3.09 -2.86 -1.97
H 3.99 -2.85 -0.40
C -0.69 1.10 0.16
N -0.78 -0.08 -0.74
O 0.18 -0.80 -0.79
O -1.89 -0.32 -1.25
H -1.71 1.34 0.45
H -0.32 1.94 -0.43
H 0.05 0.93 0.95
C -2.49 5.04 0.29
N -2.25 4.13 1.48
O -1.28 4.38 2.26
O -3.17 3.33 1.77
H -3.47 4.89 -0.17
H -1.75 4.85 -0.49
H -2.44 6.02 0.76
C -2.27 -3.80 -0.87
N -3.38 -4.23 0.02
O -3.13 -5.05 0.92
O -4.47 -3.64 -0.11
H -2.62 -3.89 -1.90
H -1.41 -4.45 -0.77
H -2.09 -2.75 -0.64
C -5.12 -5.07 -4.09
O -4.56 -3.82 -3.69
C -4.95 -2.61 -4.10
O -5.88 -2.47 -4.93
O -4.34 -1.69 -3.34
C -4.61 -0.35 -3.46
H -4.70 -5.33 -5.06
H -6.21 -5.10 -4.09
H -4.78 -5.77 -3.32
H -5.36 -0.09 -2.71
H -4.80 -0.11 -4.51
H -3.77 0.25 -3.11
C 2.42 9.33 -1.31
O 1.69 8.37 -0.59
C 2.24 7.16 -0.32
O 3.45 6.96 -0.29
O 1.25 6.24 -0.17
C 1.68 4.90 0.08
H 1.92 10.29 -1.42
H 2.70 9.00 -2.31
H 3.34 9.58 -0.78
H 0.80 4.32 0.36
H 2.38 4.82 0.92
H 2.11 4.38 -0.77
C 3.76 0.52 4.65
O 3.58 -0.76 4.06
C 3.01 -0.87 2.89
O 2.57 0.04 2.21
O 2.89 -2.25 2.57
C 3.28 -3.34 3.41
H 2.80 1.02 4.74
H 4.47 1.16 4.12
H 4.00 0.39 5.71
H 4.33 -3.32 3.71
H 2.97 -4.31 3.04
H 2.65 -3.25 4.29
C -0.64 -2.75 2.18
O -0.04 -3.36 3.31
C 0.05 -4.70 3.38
O -0.23 -5.52 2.49
O 0.55 -4.97 4.61
C 0.65 -6.26 5.16
H 0.03 -2.76 1.32
H -0.82 -1.69 2.32
H -1.44 -3.33 1.70
H 1.17 -6.24 6.12
H 1.26 -6.86 4.48
H -0.31 -6.66 5.49
C 3.82 2.04 0.43
O 2.49 1.61 0.20
H 4.40 1.15 0.20
H 4.11 2.87 -0.21
H 3.94 2.41 1.45
H 2.38 0.98 0.92

Record 4
62
Properties=species:S:1:pos:R:3 method="wB97M-V/def2-TZVPD" lumo_ev="-5.39 / -11.02" energy_ev=-37478.2417 max_force_ev_per_a=3.96 spin_multiplicity=2 charge=+2 gap_ev="10.8 / 5.1" relative_energy_kcal_mol=38.2 s2=0.754 homo_ev="-16.14 / -16.14"
N 0.59 0.21 -1.45
C 0.66 1.76 -1.72
C 0.86 2.15 -3.19
C -0.67 2.28 -1.16
N -0.93 1.91 0.20
C -1.99 2.66 0.85
C -3.02 1.64 1.46
O -3.30 0.49 0.60
H 0.66 0.01 -0.40
H -0.33 -0.05 -1.82
H 1.39 -0.25 -1.86
H 1.63 2.07 -1.27
H 1.38 1.26 -3.61
H -0.06 2.39 -3.75
H 1.42 3.07 -3.34
H -1.56 1.88 -1.71
H -0.62 3.44 -1.26
H -0.13 1.85 0.79
H -2.58 3.26 0.19
H -1.64 3.44 1.57
H -2.71 1.19 2.45
H -3.90 2.24 1.66
H -2.72 0.47 -0.20
H 0.97 2.61 2.74
H 2.18 2.51 3.58
O 1.27 2.80 3.62
H -4.88 -0.35 -0.44
H -4.85 -1.79 -1.17
O -4.75 -0.83 -1.24
H -0.25 -2.96 -1.47
H -0.09 -3.22 -3.01
O -0.71 -2.92 -2.30
H -2.79 -1.27 0.39
H -2.29 -2.81 0.74
O -2.13 -1.96 0.31
H 1.51 0.34 1.56
H 2.60 -0.08 0.51
O 1.85 0.52 0.68
H 4.56 2.63 -0.87
H 3.81 1.81 0.16
O 4.45 1.72 -0.56
H 1.35 -2.79 1.03
H -0.01 -1.92 0.74
O 0.94 -2.04 0.63
H -0.24 -0.60 2.95
H 0.40 0.26 4.04
O 0.50 0.04 3.11
H 3.89 -2.91 -0.97
H 2.43 -2.75 -0.72
O 3.19 -2.19 -1.02
H 2.85 -1.39 -2.60
H 2.73 -1.31 -4.03
O 2.76 -0.68 -3.26
H -2.14 -1.58 -2.13
H -2.17 -0.14 -2.76
O -1.97 -0.65 -1.99
H -1.29 -2.75 3.30
H -1.65 -2.21 4.62
O -1.08 -2.02 3.88
H 2.67 -3.42 3.16
H 1.82 -2.18 3.17
O 2.13 -2.88 2.60

Record 5
75
Properties=species:S:1:pos:R:3 method="wB97M-V/def2-TZVPD" lumo_ev=0.03 energy_ev=-76922.6621 max_force_ev_per_a=0.99 charge=0 gap_ev=7.0 relative_energy_kcal_mol=16.6 homo_ev=-6.92
Ba -0.19 0.77 -0.38
C -1.74 -2.60 4.62
C -1.50 -3.53 3.62
C -0.57 -3.27 2.63
C 0.14 -2.07 2.63
C -0.12 -1.13 3.63
C -1.05 -1.40 4.62
P 1.40 -1.62 1.36
C 2.85 -2.61 1.90
C 4.01 -2.44 1.13
C 5.16 -3.17 1.42
C 5.17 -4.05 2.49
C 4.04 -4.20 3.27
C 2.88 -3.48 2.98
C 0.84 -2.55 -0.11
C 1.12 -3.91 -0.30
C 0.60 -4.57 -1.40
C -0.21 -3.87 -2.29
C -0.47 -2.52 -2.09
C 0.07 -1.79 -1.02
H -2.47 -2.81 5.40
H -2.04 -4.47 3.62
H -0.41 -3.99 1.84
H 0.43 -0.20 3.64
H -1.24 -0.66 5.40
H 4.00 -1.75 0.30
H 6.05 -3.03 0.82
H 6.06 -4.63 2.71
H 4.05 -4.88 4.11
H 2.01 -3.60 3.61
H 1.75 -4.45 0.41
H 0.82 -5.62 -1.56
H -0.62 -4.39 -3.15
H -1.11 -2.02 -2.81
N -3.28 0.71 0.16
C -3.84 0.52 -1.13
C -4.47 -0.68 -1.45
C -5.05 -0.86 -2.70
C -5.01 0.16 -3.63
C -4.35 1.34 -3.32
C -3.74 1.54 -2.09
C -2.94 2.78 -1.86
C -3.58 4.02 -1.95
C -2.84 5.19 -1.89
C -1.46 5.11 -1.82
C -0.84 3.86 -1.75
C -1.54 2.64 -1.70
H -3.73 0.12 0.85
H -3.33 1.68 0.42
H -4.51 -1.47 -0.71
H -5.53 -1.80 -2.93
H -5.47 0.03 -4.60
H -4.29 2.13 -4.06
H -4.66 4.05 -2.07
H -3.34 6.15 -1.93
H -0.85 6.01 -1.82
H 0.24 3.85 -1.76
N 2.91 -0.49 -2.16
C 3.13 0.83 -1.91
N 2.45 1.55 -1.07
C 2.95 2.84 -0.98
C 4.02 3.09 -1.77
S 4.45 1.69 -2.68
C 2.27 3.81 -0.11
C 2.61 5.12 -0.01
S 1.47 5.95 0.98
C 0.61 4.45 1.19
N 1.15 3.44 0.60
N -0.54 4.39 1.94
H 2.06 -0.92 -1.80
H 3.32 -0.90 -2.98
H 4.57 4.01 -1.89
H 3.42 5.65 -0.46
H -1.00 5.27 2.10
H -1.16 3.63 1.71

Record 6
17
Properties=species:S:1:pos:R:3 method="wB97M-V/def2-TZVPD" lumo_ev=0.89 energy_ev=-8325.6695 max_force_ev_per_a=2.44 charge=0 gap_ev=9.4 relative_energy_kcal_mol=38.4 homo_ev=-8.50
C -1.46 -1.02 -0.06
C -0.41 0.08 0.00
C -1.02 1.46 -0.18
N 0.31 -0.04 1.35
C 0.71 -0.18 -0.98
C 1.89 -0.38 -0.43
N 3.00 -0.85 -0.19
H -1.98 -0.99 -1.02
H -2.18 -0.88 0.75
H -1.00 -2.00 0.05
H -1.77 1.63 0.59
H -1.47 1.54 -1.17
H -0.26 2.23 -0.10
H 0.53 -0.98 1.66
H 0.86 0.77 1.58
H 0.53 -0.13 -2.04
H 3.73 -0.25 0.17